P:
Here is 2 unconnected molecules or ions with the total composition C3H6O2 from OMol25. Energies are from the ωB97M-V functional and the def2-TZVPD basis.

Summary:
net charge	0
structure (SMILES)	O=CO.C=C
LUMO	0.61	eV

Positions of all 11 atoms, in Å:
O -1.011 3.957 1.488
C -1.894 3.130 1.452
O -1.646 1.909 2.180
H -2.947 3.150 0.976
H -0.824 1.525 1.774
C 0.857 -2.310 -1.669
C 1.987 -2.272 -1.073
H 0.336 -1.412 -2.135
H 0.134 -3.131 -1.493
H 2.748 -1.531 -1.296
H 2.260 -3.014 -0.204

=====

Q:
Here is a single C3H6O2 molecule from OMol25. Energies are from the ωB97M-V functional and the def2-TZVPD basis.

Summary:
net charge	0
structure (SMILES)	OC1(O)CC1
LUMO	0.70	eV

Positions of all 11 atoms, in Å:
O -1.204 -1.249 0.034
C -0.557 -0.066 0.042
O -1.216 1.107 0.164
C 0.810 -0.063 -0.741
C 0.968 -0.030 0.738
H -1.911 -1.064 0.786
H -1.209 1.704 -0.673
H 1.014 0.703 -1.467
H 0.814 -0.943 -1.414
H 1.243 -1.007 1.250
H 1.249 0.906 1.282

=====

The winner here is P, beating the second structure by 8.0 kcal/mol.

=====

P:
Here is 2 unconnected molecules or ions with the total composition C3H6O2 from OMol25. Energies are from the ωB97M-V functional and the def2-TZVPD basis.

Summary:
net charge	0
structure (SMILES)	O=CO.C=C
LUMO	0.61	eV

Positions of all 11 atoms, in Å:
O -1.732 -2.567 -2.274
C -2.052 -3.368 -1.446
O -1.576 -3.329 -0.196
H -2.817 -4.167 -1.238
H -0.942 -2.739 0.198
C 1.274 2.567 0.262
C 1.906 2.737 1.394
H 0.698 1.698 -0.144
H 1.154 3.385 -0.426
H 1.972 2.005 2.107
H 2.116 3.779 1.764

=====

Q:
Here is a single C3H6O2 molecule from OMol25. Energies are from the ωB97M-V functional and the def2-TZVPD basis.

Summary:
net charge	0
structure (SMILES)	O=CCCO
LUMO	0.68	eV

Positions of all 11 atoms, in Å:
O 2.537 0.599 -0.344
C 1.332 0.522 -0.303
C 0.543 -0.637 0.281
C -0.978 -0.334 0.163
O -1.287 0.927 -0.437
H 0.644 1.293 -0.698
H 0.829 -1.550 -0.262
H 0.866 -0.807 1.318
H -1.451 -1.061 -0.501
H -1.468 -0.391 1.140
H -1.276 1.629 0.227

=====

The winner here is Q, beating the second structure by 16.3 kcal/mol.

=====

P:
Here is a single C3H6O2 molecule from OMol25. Energies are from the ωB97M-V functional and the def2-TZVPD basis.

Summary:
net charge	0
structure (SMILES)	CC(=O)CO
LUMO	0.89	eV

Positions of all 11 atoms, in Å:
C 0.724 -0.317 1.296
C 0.346 -0.301 -0.143
O 0.563 -1.267 -0.854
C -0.540 0.785 -0.751
O -1.554 -0.005 -1.326
H 1.256 -1.248 1.487
H -0.200 -0.292 1.886
H 1.323 0.553 1.561
H -0.003 1.360 -1.524
H -0.918 1.503 -0.011
H -0.996 -0.770 -1.622

=====

Q:
Here is 2 unconnected molecules or ions with the total composition C3H6O2 from OMol25. Energies are from the ωB97M-V functional and the def2-TZVPD basis.

Summary:
net charge	0
structure (SMILES)	C=CO.C=O
LUMO	0.67	eV

Positions of all 11 atoms, in Å:
C -0.112 1.344 -0.740
C -0.826 1.220 0.362
O -1.468 0.087 0.870
H 0.112 2.315 -1.157
H 0.022 0.547 -1.464
H -1.084 2.083 0.976
H -1.124 0.086 1.764
C 1.095 -1.930 -0.156
O 2.294 -1.931 -0.079
H 0.516 -2.867 -0.199
H 0.575 -0.954 -0.176

=====

The winner here is P, beating the second structure by 35.2 kcal/mol.